Computed, not measured: a 16-piece molecular cluster, C43H78N8O11S3 overall, with ωB97M-V/def2-TZVPD.

Structure (XYZ):
```
143
Properties=species:S:1:pos:R:3:forces:R:3
C -2.270 7.317 0.649 -0.704 0.551 1.156
C -2.513 6.671 2.047 1.641 -0.302 -0.004
O -1.961 7.074 3.056 -0.815 -0.135 -0.935
C -3.307 5.373 1.993 0.856 0.511 -0.584
H -3.240 7.528 0.199 -0.104 -0.166 -0.195
H -1.717 6.672 -0.034 -0.066 -0.035 0.199
H -1.782 8.283 0.778 0.221 -0.194 0.019
H -4.347 5.685 1.896 -0.201 -0.604 0.194
H -3.037 4.656 2.768 -0.532 0.487 0.495
H -2.962 4.893 1.077 -0.562 -0.030 -0.286
C -0.490 -1.509 -4.948 -1.586 0.518 0.018
C -0.335 -0.050 -4.514 0.738 -1.585 -1.785
O 0.662 0.500 -4.937 -0.204 0.710 0.661
C -1.377 0.651 -3.724 0.376 0.683 0.838
H -1.542 -1.742 -5.114 -0.350 0.042 0.389
H -0.188 -2.173 -4.138 0.452 -0.196 -0.331
H -0.085 -1.646 -5.951 0.877 -0.174 0.527
H -1.783 1.454 -4.339 -0.238 -0.081 -0.024
H -0.805 1.160 -2.947 -0.170 0.298 0.233
H -2.136 0.055 -3.218 0.171 -0.114 -0.460
C 7.103 -3.431 0.195 0.907 0.337 0.993
C 5.915 -3.497 1.144 0.198 -0.019 -0.703
O 4.834 -3.109 0.758 0.142 -0.250 0.312
C 6.137 -3.919 2.593 -0.637 0.488 -0.147
H 7.385 -2.380 0.136 -0.457 0.377 -0.412
H 6.990 -3.834 -0.811 -0.311 -0.004 0.264
H 8.012 -3.788 0.680 -0.062 -0.763 -0.133
H 6.997 -3.408 3.027 0.071 0.016 -0.066
H 6.265 -4.987 2.769 0.096 -0.053 -0.396
H 5.226 -3.599 3.097 0.105 -0.059 0.285
C -5.082 3.014 -1.489 0.261 0.179 -0.328
C -5.787 4.117 -2.229 0.288 2.308 -2.998
O -5.404 4.628 -3.335 -1.284 -2.308 3.969
C -6.950 4.838 -1.491 0.766 0.053 -0.244
H -5.090 3.261 -0.427 -0.104 -0.139 0.071
H -4.041 2.889 -1.787 -0.110 0.169 -0.162
H -5.590 2.062 -1.642 -0.205 -0.043 0.112
H -7.641 4.360 -0.797 0.114 -0.907 -0.455
H -7.504 5.460 -2.194 0.191 0.017 0.122
H -6.387 5.450 -0.787 0.090 0.622 -0.099
C -1.487 -0.740 6.714 -1.012 -1.293 0.294
C -0.881 0.367 5.977 0.910 2.792 0.154
O -0.926 1.525 6.435 0.101 -2.086 -0.819
C -0.209 0.081 4.654 -0.976 0.593 -0.212
H -1.225 -1.735 6.355 1.031 0.010 0.377
H -2.541 -0.843 6.453 -0.464 0.809 0.150
H -1.396 -0.569 7.787 -0.039 -0.314 -0.101
H -0.411 0.956 4.036 0.155 0.026 -0.152
H -0.710 -0.766 4.183 0.426 -0.197 -0.079
H 0.873 -0.037 4.695 -0.128 -0.302 0.244
C -3.178 -4.962 5.341 1.198 -0.165 -0.653
C -2.229 -4.703 4.206 -0.603 -0.469 0.252
N -1.481 -4.600 3.336 -0.303 0.071 0.445
H -3.888 -5.759 5.119 -0.194 0.393 -0.480
H -3.651 -4.030 5.649 -0.006 -0.267 0.084
H -2.562 -5.419 6.115 -0.011 0.469 0.362
C 0.532 4.457 4.604 0.334 0.312 -0.289
C 1.001 5.592 3.729 -0.817 -2.997 2.698
N 1.346 6.450 3.079 0.741 1.744 -1.441
H -0.457 4.153 4.261 0.049 -0.006 0.228
H 0.531 4.662 5.674 -0.454 0.854 -0.176
H 1.185 3.585 4.637 0.204 0.060 -0.967
C -0.148 -1.000 -0.480 -0.628 1.646 0.548
C -0.915 0.101 0.240 -0.383 -0.613 0.208
N -1.486 0.897 0.861 0.897 -0.926 -0.881
H 0.073 -0.619 -1.478 0.281 -0.059 0.072
H -0.703 -1.928 -0.611 -0.162 0.221 0.402
H 0.756 -1.120 0.118 0.078 -0.303 -0.286
C -3.652 -5.083 0.907 0.185 0.606 0.496
C -4.770 -5.735 0.274 0.849 0.493 0.449
N -5.608 -6.368 -0.159 -1.297 -0.707 -0.773
H -3.782 -4.007 1.029 -0.171 0.080 -0.333
H -2.737 -5.261 0.341 0.008 -0.109 0.278
H -3.601 -5.441 1.935 0.390 -0.264 -0.199
C 2.187 -4.527 1.561 -1.001 0.105 0.242
C 1.825 -3.312 2.362 1.031 -2.771 -1.508
N 1.727 -2.365 2.977 -0.382 1.614 0.982
H 1.452 -5.330 1.616 -0.499 0.361 0.373
H 3.089 -5.016 1.929 0.252 0.645 -0.222
H 2.200 -4.262 0.504 0.590 0.089 0.108
C 0.180 4.784 0.536 -1.718 -0.276 -0.070
C -0.972 4.188 -0.209 0.538 -0.510 -0.887
N -1.801 3.702 -0.854 0.714 0.616 0.755
H 0.714 5.500 -0.088 0.119 -0.287 0.052
H 0.789 3.994 0.975 0.142 0.149 -0.209
H -0.308 5.341 1.337 0.448 0.118 0.202
C -4.395 1.393 2.005 -0.192 -0.708 -0.023
C -4.226 -0.066 2.350 0.103 -3.354 0.783
N -4.144 -1.237 2.569 -0.287 4.986 -0.842
H -4.918 1.429 1.049 0.318 -0.089 -0.199
H -3.445 1.924 1.940 0.054 -0.433 -0.164
H -5.035 1.968 2.674 -0.004 -0.546 0.477
C 2.491 2.698 -3.034 -0.122 -0.595 0.656
C 3.272 2.003 -4.117 -0.533 1.069 0.540
N 3.903 1.503 -4.942 -0.369 0.191 0.602
H 2.185 3.741 -3.103 0.499 0.036 -1.137
H 3.005 2.679 -2.074 0.554 -0.359 -0.160
H 1.549 2.198 -2.809 0.063 -0.439 -0.486
C 6.428 0.400 2.846 -0.935 1.486 0.202
C 7.012 1.651 2.141 1.293 1.355 0.500
C 6.033 2.820 1.828 -1.297 -1.996 0.299
S 4.490 1.816 1.473 0.142 0.471 -1.514
O 4.300 1.747 -0.007 0.373 -0.150 2.770
O 3.404 2.280 2.311 0.118 -0.095 -0.319
C 5.091 0.191 2.167 -0.211 -0.657 -1.430
H 6.199 0.562 3.899 0.363 0.398 0.120
H 7.143 -0.422 2.826 -0.260 -0.095 -0.405
H 7.546 1.346 1.242 -0.120 0.018 -0.079
H 7.729 2.147 2.795 0.504 -0.420 -0.021
H 6.255 3.501 1.006 0.120 -0.569 -0.199
H 5.819 3.437 2.701 -0.118 -0.272 0.115
H 5.216 -0.442 1.288 -0.099 0.080 -0.231
H 4.301 -0.283 2.750 -0.063 0.437 0.127
C 5.290 -1.594 -4.538 0.199 -1.156 2.300
C 6.164 -2.923 -4.531 -0.842 0.109 -3.478
C 5.473 -4.100 -3.906 -1.673 1.084 2.019
S 3.647 -3.816 -4.291 -0.074 0.099 -1.155
O 2.805 -4.019 -3.110 1.040 0.361 -0.777
O 3.276 -4.550 -5.507 0.512 0.658 1.118
C 3.825 -1.962 -4.743 -0.284 -2.161 -1.027
H 5.644 -0.858 -5.260 -0.042 -0.121 0.251
H 5.373 -1.255 -3.506 0.166 0.820 -0.089
H 7.245 -2.794 -4.482 -0.149 0.120 1.092
H 6.102 -3.235 -5.574 0.201 0.104 -0.705
H 5.393 -3.933 -2.831 0.276 -0.411 0.386
H 5.775 -5.127 -4.107 -0.033 0.318 -0.369
H 2.941 -1.502 -4.303 0.685 0.511 0.549
H 3.623 -1.972 -5.814 -0.110 -0.203 -0.061
C -6.095 -2.766 -4.144 -1.614 -0.311 -1.656
C -6.448 -1.286 -4.390 0.563 -0.861 -0.280
C -5.158 -0.566 -4.090 0.825 0.814 0.370
S -4.402 -1.469 -2.560 -1.443 -1.852 -0.586
O -4.853 -0.823 -1.355 0.002 0.714 0.012
O -3.037 -1.975 -2.579 -0.212 1.035 -0.717
C -5.508 -2.980 -2.841 1.701 2.048 2.448
H -5.357 -3.101 -4.873 -0.294 0.007 -0.455
H -7.029 -3.318 -4.251 0.197 -0.447 -0.196
H -7.340 -0.956 -3.857 0.349 0.031 0.567
H -6.728 -1.170 -5.437 0.255 0.078 -0.115
H -5.318 0.505 -3.959 0.345 -0.040 0.691
H -4.446 -0.649 -4.911 0.070 -0.339 0.036
H -6.160 -2.751 -1.998 -0.339 -0.836 0.012
H -4.823 -3.816 -2.697 -0.457 -0.088 0.004
```
Forces are in eV/Å.

Output
Energy (eV): -112797.414
HOMO (eV): -9.4
Molar mass (g mol⁻¹): 979.34
Energy above the lowest of the compared OMol25 structures with the same formula, charge and spin (kJ/mol): 230.5
E_LUMO (hartree): 0.00457

Löwdin atomic charge list, values in e, 5 entries: atom 1 (C): -0.01, atom 2 (C): -0.47, atom 3 (O): 0.05, atom 4 (C): -0.03, atom 5 (H): 0.08